# 1
73
Properties=species:S:1:pos:R:3:lowdin_charge:R:1 method="wB97M-V/def2-TZVPD" relative_energy_kcal_mol=19.9 e_tot_ev=-74972.0812 spin_multiplicity=3 e_homo_ha="-0.0748 / -0.1807" homo_lumo_gap_ev="4.89 / 7.74" total_charge=-1
Ti 0.21 0.92 -0.16 1.028
O -1.72 1.26 -0.37 -0.236
C -2.47 0.45 -1.09 -0.371
C -3.82 0.27 -0.81 -0.055
C -4.57 -0.71 -1.46 -0.128
C -3.96 -1.53 -2.41 -0.138
C -2.63 -1.33 -2.74 -0.067
C -1.86 -0.32 -2.13 -0.181
C -0.52 -0.06 -2.54 -0.135
N 0.17 1.06 -2.21 -0.147
C 1.44 1.25 -2.87 -0.232
C 2.33 2.02 -1.89 -0.231
N 2.11 1.38 -0.61 -0.155
C 3.18 1.05 0.15 -0.124
C 3.17 0.01 1.11 -0.172
C 4.34 -0.28 1.85 -0.069
C 4.42 -1.37 2.70 -0.136
C 3.33 -2.22 2.84 -0.120
C 2.15 -1.95 2.14 -0.045
C 2.05 -0.84 1.31 -0.308
O 0.88 -0.60 0.69 -0.216
H -4.26 0.89 -0.04 0.099
H -5.62 -0.84 -1.21 0.087
H -4.53 -2.30 -2.91 0.084
H -2.17 -1.94 -3.51 0.099
H -0.07 -0.76 -3.24 0.109
H 1.32 1.81 -3.81 0.111
H 1.92 0.29 -3.11 0.112
H 2.02 3.07 -1.88 0.094
H 3.38 1.98 -2.20 0.112
H 4.12 1.56 -0.04 0.109
H 5.20 0.36 1.72 0.098
H 5.34 -1.56 3.24 0.086
H 3.38 -3.08 3.50 0.085
H 1.29 -2.59 2.24 0.088
C -1.79 -2.16 4.72 -0.158
C -1.25 -1.15 3.71 -0.400
P -2.16 -0.90 2.12 0.992
C -2.66 -2.62 1.67 -0.421
C -1.46 -3.47 1.27 -0.161
C -3.79 -0.28 2.75 -0.427
C -3.72 1.21 3.06 -0.169
H -1.19 -2.17 5.63 0.064
H -1.79 -3.17 4.31 0.054
H -2.82 -1.93 5.01 0.054
H -0.22 -1.39 3.45 0.047
H -1.20 -0.15 4.16 0.069
H -3.33 -2.50 0.81 0.064
H -3.24 -3.10 2.47 0.069
H -0.82 -3.68 2.13 0.050
H -1.76 -4.43 0.85 0.064
H -0.85 -2.95 0.53 0.062
H -4.13 -0.85 3.62 0.061
H -4.51 -0.46 1.95 0.061
H -3.02 1.42 3.87 0.059
H -4.70 1.61 3.36 0.062
H -3.38 1.77 2.19 0.053
C -0.67 4.43 -0.65 -0.182
Si 0.22 4.11 0.97 0.407
C -0.63 5.19 2.27 -0.196
C 2.00 4.72 0.82 -0.183
C 0.20 2.32 1.42 -0.315
H -1.70 4.06 -0.59 0.028
H -0.21 3.91 -1.49 0.012
H -0.70 5.50 -0.89 0.023
H -0.63 6.24 1.97 0.018
H -0.14 5.11 3.24 0.020
H -1.67 4.87 2.40 0.020
H 2.03 5.77 0.51 0.022
H 2.56 4.13 0.09 0.004
H 2.52 4.64 1.78 0.027
H -0.71 2.06 1.97 -0.005
H 1.07 2.07 2.05 0.018

# 2
203
Properties=species:S:1:pos:R:3:lowdin_charge:R:1 method="wB97M-V/def2-TZVPD" relative_energy_kcal_mol=0.0 e_tot_ev=-141470.7147 e_homo_ha=-0.3746 homo_lumo_gap_ev=7.23 total_charge=+1
Pb 29.41 -17.59 3.86 1.591
C 26.05 -17.80 6.92 -0.641
F 25.35 -17.14 6.01 0.132
F 25.56 -17.59 8.13 0.153
F 25.99 -19.10 6.66 0.128
S 27.86 -17.21 6.88 0.634
O 27.88 -16.08 5.97 -0.367
O 28.26 -16.95 8.23 -0.249
N 28.68 -18.46 6.10 -0.394
S 29.06 -19.46 7.27 0.569
O 30.38 -19.17 7.78 -0.272
O 28.09 -19.75 8.29 -0.241
C 29.28 -21.05 6.30 -0.659
F 28.08 -21.48 5.86 0.108
F 30.07 -20.84 5.24 0.119
F 29.80 -21.97 7.08 0.198
C 23.97 -22.91 6.09 -0.045
C 23.91 -21.92 4.91 -0.380
C 23.22 -20.61 5.29 -0.220
O 21.90 -20.83 5.71 -0.167
C 21.18 -19.65 5.88 -0.090
N 25.29 -21.69 4.41 0.047
H 23.00 -23.22 6.47 0.088
H 24.47 -22.47 6.96 0.053
H 24.47 -23.84 5.82 0.080
H 23.40 -22.41 4.08 0.142
H 23.22 -19.94 4.43 0.108
H 23.80 -20.13 6.10 0.099
H 21.50 -19.14 6.80 0.069
H 20.13 -19.88 6.02 0.100
H 21.30 -18.94 5.05 0.075
H 25.55 -22.52 3.89 0.069
H 25.89 -21.83 5.23 0.044
C 34.04 -18.76 4.86 -0.032
C 32.59 -18.24 4.88 -0.414
C 32.53 -16.77 5.23 -0.179
O 31.15 -16.43 5.37 -0.378
C 30.98 -15.18 6.05 -0.066
N 31.93 -18.54 3.57 -0.006
H 34.55 -18.44 5.78 0.069
H 34.62 -18.32 4.05 0.089
H 34.00 -19.85 4.81 0.088
H 32.10 -18.81 5.68 0.123
H 32.98 -16.17 4.42 0.145
H 33.06 -16.59 6.16 0.127
H 31.65 -14.42 5.63 0.104
H 31.10 -15.28 7.13 0.108
H 30.00 -14.77 5.80 0.068
H 32.62 -18.11 2.94 0.097
H 32.09 -19.51 3.31 0.090
C 23.23 -14.13 4.75 -0.049
C 21.80 -14.64 4.86 -0.429
C 21.75 -16.13 4.45 -0.217
O 22.14 -16.34 3.10 -0.217
C 21.03 -16.20 2.22 -0.085
N 21.23 -14.36 6.16 0.073
H 23.56 -14.02 3.72 0.059
H 23.90 -14.91 5.15 0.060
H 23.36 -13.16 5.23 0.090
H 21.24 -14.12 4.08 0.133
H 20.78 -16.59 4.67 0.114
H 22.45 -16.69 5.09 0.105
H 20.15 -16.78 2.52 0.090
H 21.29 -16.67 1.27 0.087
H 20.77 -15.15 2.14 0.088
H 20.25 -14.65 6.16 0.065
H 21.69 -14.83 6.94 0.055
C 18.99 -15.14 9.00 -0.052
C 19.47 -16.51 8.54 -0.430
C 20.85 -16.93 9.02 -0.232
O 21.80 -16.01 8.55 -0.185
C 23.11 -16.55 8.48 -0.098
N 18.54 -17.58 8.94 0.028
H 17.91 -15.02 8.85 0.075
H 19.46 -14.31 8.48 0.068
H 19.14 -14.98 10.07 0.086
H 19.47 -16.56 7.44 0.125
H 20.97 -17.97 8.69 0.091
H 20.87 -17.04 10.11 0.128
H 23.78 -15.75 8.19 0.093
H 23.15 -17.29 7.66 0.073
H 23.42 -17.00 9.43 0.066
H 18.55 -17.67 9.95 0.074
H 17.58 -17.37 8.72 0.071
C 24.57 -17.94 14.00 -0.061
C 24.63 -17.18 12.68 -0.418
C 25.52 -17.89 11.68 -0.208
O 26.85 -17.95 12.18 -0.186
C 27.79 -17.52 11.21 -0.102
N 23.28 -16.99 12.14 0.038
H 25.55 -18.10 14.46 0.075
H 23.99 -18.86 13.89 0.074
H 24.07 -17.33 14.77 0.074
H 25.05 -16.18 12.87 0.139
H 25.48 -17.30 10.76 0.108
H 25.18 -18.89 11.40 0.108
H 27.75 -18.05 10.26 0.057
H 28.78 -17.72 11.65 0.075
H 27.70 -16.44 11.11 0.101
H 22.62 -16.78 12.88 0.068
H 22.99 -17.86 11.68 0.014
C 28.17 -21.91 2.30 -0.035
C 28.87 -20.56 2.43 -0.388
C 29.05 -19.78 1.14 -0.202
O 29.70 -18.54 1.39 -0.364
C 30.13 -17.86 0.21 -0.058
N 27.98 -19.71 3.30 0.006
H 28.25 -22.51 3.21 0.081
H 28.61 -22.52 1.50 0.089
H 27.14 -21.78 1.98 0.084
H 29.87 -20.60 2.86 0.116
H 28.18 -19.63 0.48 0.140
H 29.67 -20.40 0.47 0.138
H 29.30 -17.51 -0.41 0.084
H 30.69 -18.56 -0.42 0.101
H 30.74 -17.04 0.59 0.098
H 27.74 -20.26 4.12 0.045
H 27.08 -19.59 2.84 0.066
C 31.54 -17.78 10.41 -0.066
C 32.84 -18.44 9.99 -0.436
C 33.29 -17.88 8.62 -0.182
O 34.45 -18.51 8.06 -0.204
C 34.38 -19.92 8.08 -0.120
N 33.83 -18.23 11.05 0.045
H 31.11 -18.33 11.26 0.063
H 30.73 -17.88 9.69 0.050
H 31.63 -16.75 10.77 0.090
H 32.70 -19.52 10.01 0.117
H 33.63 -16.88 8.91 0.131
H 32.47 -17.84 7.90 0.090
H 34.60 -20.34 9.07 0.090
H 35.11 -20.30 7.36 0.089
H 33.41 -20.32 7.77 0.093
H 34.74 -18.53 10.68 0.069
H 34.02 -17.23 11.18 0.075
C 24.75 -18.12 3.05 -0.046
C 25.85 -17.32 2.37 -0.412
C 25.22 -16.11 1.67 -0.167
O 26.17 -15.28 1.00 -0.222
C 26.69 -15.85 -0.18 -0.087
N 26.86 -16.84 3.32 0.001
H 24.13 -18.61 2.30 0.102
H 24.22 -17.45 3.72 0.062
H 25.20 -18.92 3.65 0.052
H 26.24 -17.95 1.56 0.116
H 24.82 -15.50 2.48 0.114
H 24.38 -16.30 1.00 0.141
H 26.04 -15.74 -1.05 0.100
H 27.00 -16.89 -0.04 0.066
H 27.61 -15.31 -0.43 0.096
H 27.19 -15.94 2.96 0.059
H 26.40 -16.65 4.21 0.048
C 30.89 -21.80 11.32 -0.048
C 29.64 -20.93 11.38 -0.443
C 28.39 -21.68 10.97 -0.209
O 28.49 -22.13 9.64 -0.204
C 27.35 -22.82 9.21 -0.110
N 29.44 -20.53 12.77 0.057
H 30.69 -22.76 11.82 0.086
H 31.71 -21.27 11.81 0.073
H 31.23 -22.14 10.34 0.073
H 29.74 -20.07 10.70 0.108
H 27.58 -20.93 10.99 0.124
H 28.15 -22.47 11.69 0.133
H 27.36 -23.88 9.50 0.097
H 27.32 -22.82 8.12 0.072
H 26.42 -22.37 9.56 0.074
H 30.29 -20.14 13.16 0.071
H 28.66 -19.88 12.84 0.060
C 23.75 -20.59 8.94 -0.040
C 22.83 -20.82 10.11 -0.384
C 23.51 -21.59 11.24 -0.204
O 23.70 -22.91 10.77 -0.189
C 24.45 -23.69 11.67 -0.104
N 22.36 -19.49 10.59 0.046
H 24.59 -19.91 9.12 0.078
H 23.25 -20.25 8.03 0.055
H 24.23 -21.54 8.70 0.056
H 21.91 -21.36 9.86 0.146
H 22.77 -21.68 12.05 0.129
H 24.38 -21.09 11.67 0.122
H 24.06 -23.69 12.69 0.092
H 25.49 -23.34 11.70 0.072
H 24.44 -24.72 11.31 0.092
H 21.65 -19.60 11.31 0.090
H 21.95 -19.00 9.80 0.029
C 25.77 -11.51 2.78 -0.045
C 27.12 -12.13 3.15 -0.426
C 27.04 -13.04 4.37 -0.222
O 26.56 -12.29 5.48 -0.180
C 26.47 -13.08 6.65 -0.094
N 27.63 -12.87 1.99 0.045
H 25.97 -10.91 1.89 0.080
H 25.43 -10.83 3.55 0.080
H 25.03 -12.27 2.54 0.069
H 27.82 -11.32 3.39 0.141
H 28.04 -13.41 4.64 0.114
H 26.33 -13.86 4.15 0.112
H 26.09 -12.43 7.43 0.096
H 27.43 -13.51 6.94 0.079
H 25.71 -13.86 6.50 0.068
H 26.99 -13.64 1.74 0.036
H 28.40 -13.45 2.33 0.058

# 3
41
Properties=species:S:1:pos:R:3:lowdin_charge:R:1 method="wB97M-V/def2-TZVPD" e_tot_ev=-112360.0459 e_homo_ha="-0.5487 / -0.5469" homo_lumo_gap_ev="4.71 / 4.46" total_charge=+2
I -0.03 1.95 -0.29 0.796
I 0.04 -1.75 -0.04 0.699
Ga 0.00 -0.37 -4.72 0.377
P -2.05 -0.04 -1.58 0.586
C -2.81 0.02 0.12 -0.372
C -3.07 1.36 -2.28 -0.246
H -4.14 1.09 -2.21 0.073
H -4.16 -1.16 -2.11 0.070
H -2.80 1.47 -3.33 0.047
H -2.85 -1.62 -3.24 0.039
H -2.45 0.89 0.68 -0.014
H -2.82 2.29 -1.74 0.034
C -3.11 -1.45 -2.19 -0.245
H -3.90 0.03 0.01 0.071
H -2.85 -2.34 -1.59 0.045
H -2.46 -0.83 0.72 -0.015
P 2.06 -0.03 -1.58 0.597
C 2.81 0.08 0.12 -0.377
C 3.13 -1.43 -2.18 -0.252
H 2.77 1.49 -3.34 0.047
H 4.12 1.14 -2.22 0.076
H 2.79 2.31 -1.75 0.038
C 3.05 1.39 -2.28 -0.233
H 2.88 -1.60 -3.24 0.041
H 4.18 -1.11 -2.10 0.070
H 3.91 0.07 0.00 0.070
H 2.47 -0.75 0.75 -0.022
H 2.89 -2.32 -1.59 0.045
H 2.45 0.97 0.65 -0.010
Cl 0.00 -0.23 -6.99 -0.067
C 1.08 -0.81 4.89 -0.004
N -0.04 -0.02 4.33 -0.163
C -1.12 0.78 4.96 0.006
C 0.04 0.16 3.05 -0.314
N 0.03 0.47 1.92 -0.095
H 1.01 -0.89 5.98 0.100
H 2.06 -0.36 4.62 0.105
H 1.03 -1.84 4.48 0.099
H -1.04 1.82 4.60 0.100
H -2.10 0.37 4.68 0.101
H -1.02 0.79 6.04 0.099

# 4
19
Properties=species:S:1:pos:R:3:lowdin_charge:R:1 method="wB97M-V/def2-TZVPD" relative_energy_kcal_mol=12.9 e_tot_ev=-8916.5034 e_homo_ha=-0.0849 smiles=CCC[C@H](N)C[O-] homo_lumo_gap_ev=6.26 total_charge=-1
C 2.12 -0.76 0.76 -0.132
C 0.97 -0.03 1.46 -0.267
C -0.41 -0.25 0.77 -0.225
C -0.43 0.10 -0.69 -0.426
N -0.15 1.52 -0.96 0.027
C -1.94 -0.15 -1.21 -0.529
O -2.14 0.28 -2.46 -0.362
H 2.17 -0.84 -0.32 0.057
H 3.05 -0.27 1.06 0.056
H 2.17 -1.79 1.12 0.060
H 1.11 1.05 1.33 0.081
H 0.98 -0.20 2.54 0.087
H -1.13 0.41 1.25 0.100
H -0.75 -1.28 0.96 0.102
H 0.09 -0.60 -1.34 0.119
H -1.01 2.04 -0.93 0.051
H 0.06 1.48 -1.95 0.052
H -2.57 0.50 -0.52 0.076
H -2.20 -1.19 -0.88 0.074